This record from the OMol25 dataset describes a 6-piece molecular cluster, C36H90N6O12 overall at a distorted geometry. The level of theory is ωB97M-V/def2-TZVPD.

CARTESIAN COORDINATES (ANGSTROEM)
C: 5.430 -7.235 1.060
O: 5.344 -5.830 1.567
C: 3.959 -5.300 1.495
C: 3.815 -3.759 1.319
N: 4.230 -2.891 2.412
C: 3.903 -3.403 3.722
C: 4.701 -2.646 4.725
O: 4.935 -3.342 5.993
C: 6.071 -3.062 6.728
H: 4.662 -7.826 1.559
H: 6.292 -7.764 1.465
H: 5.402 -7.274 -0.029
H: 3.290 -5.725 2.243
H: 3.594 -5.634 0.523
H: 2.829 -3.570 0.894
H: 4.453 -3.511 0.471
H: 3.837 -1.977 2.243
H: 4.058 -4.467 3.897
H: 2.835 -3.261 3.883
H: 4.330 -1.637 4.907
H: 5.681 -2.599 4.251
H: 5.789 -2.421 7.563
H: 6.905 -2.452 6.382
H: 6.363 -4.036 7.121
C: 8.830 2.399 -5.258
O: 7.547 1.826 -4.943
C: 7.209 1.702 -3.607
C: 6.890 3.105 -3.005
N: 6.518 3.014 -1.579
C: 6.084 4.196 -1.040
C: 4.907 3.924 -0.026
O: 3.994 2.913 -0.464
C: 2.990 3.291 -1.450
H: 8.696 2.935 -6.197
H: 9.559 1.589 -5.269
H: 9.138 3.164 -4.545
H: 7.897 1.102 -3.013
H: 6.321 1.071 -3.563
H: 6.061 3.383 -3.656
H: 7.600 3.905 -3.212
H: 5.715 2.412 -1.466
H: 5.634 4.846 -1.791
H: 6.921 4.736 -0.599
H: 4.298 4.766 0.303
H: 5.378 3.656 0.919
H: 3.437 3.585 -2.399
H: 2.286 4.103 -1.265
H: 2.303 2.458 -1.597
C: -6.330 10.363 -2.825
O: -6.454 9.344 -1.838
C: -5.467 8.310 -1.893
C: -5.806 7.368 -3.044
N: -4.753 6.289 -3.269
C: -4.566 5.415 -2.123
C: -3.825 4.170 -2.580
O: -4.465 3.264 -3.449
C: -5.623 2.717 -3.161
H: -5.288 10.523 -3.102
H: -6.870 11.226 -2.437
H: -6.760 10.087 -3.788
H: -5.537 7.703 -0.991
H: -4.441 8.674 -1.955
H: -5.822 7.750 -4.065
H: -6.836 7.049 -2.886
H: -5.091 5.526 -3.838
H: -5.533 5.136 -1.704
H: -3.924 6.014 -1.477
H: -3.530 3.625 -1.683
H: -2.916 4.601 -2.999
H: -5.824 1.847 -3.787
H: -6.538 3.308 -3.179
H: -5.517 2.421 -2.117
C: -4.809 -2.351 -3.888
O: -3.847 -2.843 -2.948
C: -2.473 -2.933 -3.305
C: -1.603 -3.188 -2.081
N: -0.115 -3.366 -2.365
C: 0.464 -2.136 -2.920
C: 2.013 -2.092 -3.297
O: 2.873 -2.095 -2.132
C: 4.109 -1.408 -2.192
H: -5.741 -1.997 -3.448
H: -4.952 -3.222 -4.529
H: -4.396 -1.438 -4.316
H: -2.289 -1.966 -3.773
H: -2.264 -3.586 -4.152
H: -2.008 -4.035 -1.527
H: -1.836 -2.326 -1.456
H: 0.459 -3.641 -1.582
H: 0.191 -1.403 -2.160
H: -0.143 -1.946 -3.805
H: 2.176 -1.124 -3.770
H: 2.261 -2.648 -4.201
H: 3.868 -0.367 -1.976
H: 4.439 -1.517 -3.225
H: 4.834 -1.816 -1.487
C: -3.118 0.068 4.191
O: -4.187 -0.874 4.312
C: -4.002 -1.741 5.409
C: -5.215 -2.532 5.832
N: -5.457 -3.564 4.756
C: -6.704 -4.279 5.123
C: -6.741 -5.718 4.534
O: -8.014 -6.294 4.710
C: -8.046 -7.668 4.997
H: -3.459 0.983 3.707
H: -2.371 -0.389 3.542
H: -2.748 0.393 5.163
H: -3.645 -1.121 6.231
H: -3.194 -2.472 5.381
H: -6.125 -1.931 5.841
H: -5.129 -2.778 6.891
H: -5.661 -3.102 3.881
H: -7.509 -3.605 4.828
H: -6.858 -4.276 6.202
H: -5.929 -6.298 4.974
H: -6.682 -5.683 3.446
H: -7.780 -7.721 6.052
H: -7.329 -8.267 4.435
H: -9.024 -8.139 4.905
C: -1.054 1.981 -3.360
O: -0.674 1.433 -2.176
C: -1.041 2.170 -0.944
C: -0.088 1.598 0.095
N: -0.521 0.169 0.284
C: -0.102 -0.589 1.450
C: 1.428 -0.989 1.376
O: 2.161 0.247 1.595
C: 3.559 0.138 1.375
H: -0.497 1.380 -4.079
H: -0.796 3.039 -3.391
H: -2.128 1.852 -3.496
H: -2.084 2.064 -0.648
H: -0.822 3.235 -1.019
H: -0.197 2.285 0.934
H: 0.952 1.747 -0.195
H: -0.029 -0.199 -0.518
H: -0.657 -1.516 1.592
H: -0.313 0.048 2.309
H: 1.736 -1.443 0.434
H: 1.833 -1.592 2.190
H: 3.985 -0.569 2.087
H: 4.018 1.127 1.370
H: 3.849 -0.351 0.445

Atomic forces in eV per Å
-0.597 1.222 1.547
-1.089 -0.602 -0.250
1.071 -0.151 -1.350
1.590 -0.710 -0.249
0.243 -1.327 -0.658
-1.567 0.148 0.817
2.243 -0.181 1.523
-1.756 0.198 -2.525
0.006 0.430 1.788
-0.708 0.107 -0.525
0.629 0.865 -0.255
-0.130 0.027 0.098
0.290 -0.024 0.341
-0.332 -0.322 -0.124
-0.733 -0.133 0.490
0.292 -0.046 -0.165
0.084 -0.568 0.422
0.500 0.032 -0.576
-0.473 -0.091 0.399
-0.116 0.124 0.058
0.204 0.504 -0.004
-0.294 -0.154 0.600
0.083 -0.529 -1.389
0.623 0.265 0.085
-0.866 -0.129 0.482
0.367 0.207 -1.010
0.290 0.627 1.091
-0.823 -1.293 -0.004
0.873 -2.466 -1.716
-2.077 2.762 1.186
0.521 0.499 0.357
-0.779 0.177 -0.469
0.539 -0.091 -0.110
0.271 -0.471 -0.184
0.220 0.223 -0.323
-0.001 -0.128 0.297
0.781 0.318 0.085
-0.473 0.276 -0.163
-0.672 0.475 0.151
0.582 -0.429 0.457
0.137 -0.802 -0.482
0.060 0.466 -0.452
-0.272 0.332 0.448
0.274 0.660 -0.675
-0.216 -1.004 -0.002
0.306 -0.325 -0.138
0.413 0.499 1.130
0.547 -0.400 -0.031
0.009 -0.686 -0.191
0.669 -0.282 0.250
-0.670 -0.158 -0.939
1.099 -1.234 -1.508
-1.177 -0.255 0.679
0.104 0.464 0.029
0.245 0.381 1.460
3.816 2.703 -3.020
-2.744 -1.699 2.448
0.248 0.542 0.546
0.424 0.092 -0.107
-0.527 -0.271 0.007
-0.193 0.375 0.271
0.071 0.380 -0.137
-0.070 1.117 0.300
-0.052 -0.679 0.323
-0.710 0.949 -1.695
-0.082 0.093 0.699
-0.099 -0.726 0.915
0.033 -0.237 0.294
0.040 -0.714 -0.749
0.269 -0.047 -0.048
0.007 0.721 -0.342
-0.729 -0.819 0.516
1.343 -0.236 -0.183
0.541 -0.772 2.238
-1.229 1.403 -2.070
-0.416 -1.305 -0.377
-1.672 3.203 1.247
1.522 -1.223 -1.715
-0.086 2.023 1.017
-2.211 -2.209 -0.119
-0.675 0.466 -1.244
0.203 -0.672 0.687
-0.491 0.697 -0.773
0.096 -0.199 -0.848
0.741 0.498 0.273
-0.190 -0.922 0.204
0.396 -0.268 -0.135
0.965 0.409 0.487
0.139 -1.263 0.340
0.160 0.472 0.189
0.269 0.473 -0.101
-0.636 0.755 0.223
0.201 -1.487 0.648
0.550 0.256 0.023
0.726 0.261 0.111
-0.296 -0.114 -0.065
-0.595 -0.355 -0.431
0.005 0.017 -0.098
0.457 0.558 1.730
-0.705 0.980 -2.511
-0.040 -1.084 2.440
0.061 0.025 -0.432
-0.748 1.093 -0.297
-1.103 0.103 0.008
0.648 -0.069 1.195
-0.386 -0.200 -0.187
0.510 0.173 0.308
0.294 -0.335 0.089
-0.358 0.277 0.509
0.330 -0.187 -1.140
-0.031 0.751 0.035
0.404 -1.284 -0.360
0.310 0.451 0.095
-0.706 -0.600 -0.561
0.515 -0.503 0.169
0.025 -0.119 -0.007
1.005 0.247 -0.166
0.146 -0.655 0.247
0.124 0.107 -0.301
-0.163 0.608 -0.345
-0.558 0.126 -0.901
0.162 -0.048 3.470
1.649 -0.880 -0.893
-1.418 0.274 0.475
0.647 0.701 -0.498
1.971 -0.089 0.026
0.156 2.150 1.544
-0.157 0.037 -1.164
-0.178 -0.529 0.067
-0.178 0.468 -0.622
0.061 0.157 -0.437
-0.219 0.226 -0.432
-0.044 -0.387 -0.241
0.033 0.198 -0.601
-0.211 -0.677 0.762
-0.029 -0.418 -0.203
-0.300 -0.675 -0.250
-0.385 0.038 -0.313
0.370 -0.222 0.245
-0.235 -0.040 -0.443
-0.843 -0.843 0.115
0.347 1.141 0.560
-0.160 -0.164 0.346
-0.480 0.133 -0.690

Multiplicity: 2
Molecular weight (g/mol): 799.1
HOMO level (alpha / beta) (eV): -10.359 / -10.359
Max |F| (eV/A): 5.57
Energy (eV): -72278.5000
Charge: +1

Löwdin population analysis, charges in e, atoms 1 to 4:
1. C -0.07
2. O -0.20
3. C -0.19
4. C -0.20